{
  "formula": "C11H19N2",
  "method": "ωB97M-V with the def2-TZVPD basis set",
  "species": ["C", "C", "C", "C", "C", "C", "C", "C", "C", "C", "C", "N", "N", "H", "H", "H", "H", "H", "H", "H", "H", "H", "H", "H", "H", "H", "H", "H", "H", "H", "H", "H"],
  "coordinates": [[-2.67, -0.18, -0.88], [-2.50, -0.54, 0.25], [0.10, 0.53, -0.10], [-2.76, 0.46, -2.10], [-0.65, 1.44, -1.04], [-1.27, 0.75, -2.25], [-0.57, -0.14, 1.04], [-0.98, 0.58, 2.37], [3.71, 0.85, 0.08], [0.04, -2.37, 0.21], [2.47, -0.04, 0.37], [1.37, 0.53, -0.28], [-0.28, -1.52, 1.34], [-3.14, -0.17, -2.85], [-3.50, 1.23, -2.07], [-1.35, 2.31, -0.53], [0.04, 2.02, -1.61], [-0.69, -0.16, -2.44], [-1.37, 1.38, -3.15], [-1.73, 0.00, 3.01], [-1.42, 1.51, 2.07], [-0.15, 0.86, 3.01], [4.64, 0.35, 0.37], [3.97, 0.98, -0.93], [3.57, 1.79, 0.57], [0.53, -3.22, 0.52], [-0.92, -2.67, -0.13], [0.71, -2.00, -0.57], [2.39, 0.01, 1.47], [2.72, -1.08, 0.09], [0.51, -1.41, 2.10], [-0.83, -2.08, 2.09]],
  "largest_force_ev_per_a": 7.0,
  "homo_lumo_gap_ha": 0.31003,
  "e_homo_ev": -12.8,
  "e_above_lowest_kj_mol": 812.5,
  "total_charge": 1
}